No. 1
Molecular formula: C25H95INO23P3
Method: DFT, wB97M-V/def2-TZVPD

The geometry in XYZ format:
```
148
C25H95INO23P3, DFT wB97M-V/def2-TZVPD
I 2.565 0.249 1.974
P 1.764 -0.217 -2.878
P -0.323 -1.097 0.953
P 0.941 -0.569 -0.845
O -1.448 -5.727 5.534
O -2.153 6.763 3.385
O 5.595 0.728 4.569
O -6.958 -1.695 -5.272
O -2.891 -8.658 4.129
O 3.417 -0.331 -2.950
O -1.763 5.753 -0.766
O -0.964 0.109 1.629
O 5.968 -1.215 -3.074
O -4.364 -5.496 8.977
O -8.045 1.558 -6.788
O 3.485 -3.511 -1.627
O -2.446 8.626 -2.076
O 6.704 -3.726 -0.770
O -0.322 10.780 -1.589
O -1.045 1.542 -6.447
O -4.446 2.137 -6.770
O 1.237 1.244 -3.540
O 0.883 -4.577 2.522
O -1.400 -3.851 -1.443
O -2.347 2.354 0.507
O 6.133 5.012 4.160
O 2.672 -4.882 5.158
N 1.185 -1.363 -3.818
C -1.889 2.664 -0.800
C -3.750 -5.420 10.261
C -4.824 1.227 -5.743
C 1.018 10.605 -2.034
C -7.098 -1.530 -6.679
C -2.513 -6.406 6.212
C -0.682 2.808 -5.895
C 3.688 -5.784 4.735
C 2.757 1.789 -0.627
C 4.266 1.398 -0.483
C 6.922 -2.164 -3.550
C 7.025 -2.798 0.263
C 1.698 0.868 0.044
C -1.151 5.904 0.516
C -1.864 -5.051 -2.057
C -2.534 8.693 -3.501
C -3.227 6.156 4.099
C 3.018 -2.624 -0.600
C -9.183 1.931 -7.559
C 5.196 1.978 5.129
C -3.283 -9.859 3.471
C 1.496 -2.380 -0.846
C 3.341 -3.332 0.761
C -0.422 -5.157 2.470
C 6.775 5.132 5.426
H -9.885 1.101 -7.552
H 4.438 0.324 -0.518
H -9.667 2.811 -7.127
H -0.679 -3.512 -1.978
H 6.474 -3.036 1.177
H -6.403 -0.770 -7.039
H 4.966 2.688 4.334
H -7.161 -0.850 -4.867
H 7.042 -2.963 -2.818
H 2.566 -4.073 1.026
H 5.134 -1.678 -2.948
H -8.123 -1.237 -6.918
H -0.461 -5.843 1.625
H -2.701 9.486 -1.728
H 1.071 10.660 -3.125
H -1.452 3.104 -5.184
H 0.399 -1.945 1.843
H -3.486 2.102 -6.837
H -1.943 1.509 0.757
H -1.549 -4.790 5.713
H -4.371 1.528 -4.794
H -4.098 -10.304 4.036
H -0.794 2.758 -0.806
H -1.902 5.882 1.300
H -4.189 6.499 3.710
H -2.449 -10.565 3.431
H 2.526 2.119 -1.643
H -0.847 10.070 -1.969
H -4.499 -5.528 11.051
H -0.359 1.295 -7.071
H 4.727 1.894 0.368
H -3.227 -4.467 10.381
H -0.601 6.849 0.561
H -2.417 -7.468 6.021
H 4.860 0.403 4.046
H -3.154 5.079 3.966
H -2.173 -8.272 3.624
H 0.877 1.517 0.372
H -8.891 2.144 -8.591
H 1.411 9.643 -1.696
H -1.064 -5.795 -2.098
H -2.682 -5.442 -1.457
H 4.321 1.841 5.772
H -3.031 -6.232 10.341
H 5.759 -3.652 -0.939
H 0.897 -3.978 3.273
H -1.853 9.454 -3.895
H -3.555 8.926 -3.810
H 6.787 -1.778 -0.054
H -3.159 6.389 5.165
H -4.502 0.217 -6.005
H -3.629 -9.645 2.456
H 3.811 0.503 -3.234
H -1.177 -4.377 2.335
H -2.452 -6.224 7.286
H -0.339 -0.355 -1.469
H 0.963 -2.934 -0.059
H 4.278 -3.877 0.597
H 1.623 11.404 -1.610
H 2.701 2.719 -0.042
H -4.995 -4.777 8.917
H 6.033 5.081 6.228
H 8.092 -2.868 0.463
H 4.761 1.812 -1.374
H -1.397 -1.923 0.487
H 3.658 -1.742 -0.683
H -2.197 1.880 -1.505
H -2.323 3.609 -1.103
H 3.525 -2.614 1.562
H 7.320 6.077 5.491
H -5.906 1.243 -5.644
H 0.277 2.729 -5.379
H 1.227 -2.876 -1.781
H -0.614 3.562 -6.684
H 3.399 -6.274 3.801
H -0.457 5.078 0.663
H 4.600 -5.215 4.570
H 7.478 4.310 5.539
H -7.434 2.299 -6.802
H 6.594 -2.585 -4.505
H -2.369 6.489 -0.883
H -3.477 -6.060 5.835
H -2.228 -4.847 -3.066
H -2.224 7.712 3.508
H -0.618 -5.704 3.394
H 0.649 -0.945 -4.569
H 5.519 5.744 4.083
H 7.873 -1.654 -3.691
H 0.280 1.276 -3.461
H -2.253 7.723 -3.902
H 1.874 -5.398 5.299
H 3.198 -4.399 -1.416
H 3.874 -6.540 5.503
H -6.874 -2.479 -7.164
H 6.019 2.365 5.724
```

Summary:
LUMO level   -0.4 eV
Charge   0
Multiplicity   1
Orbital gap   7.9 eV

No. 2
Molecular formula: H3ISi
Method: DFT, wB97M-V/def2-TZVPD

The geometry in XYZ format:
```
5
H3ISi, DFT wB97M-V/def2-TZVPD
I 2.220 -0.217 0.394
Si -0.131 0.024 -0.185
H -0.240 1.173 -1.199
H -0.784 -1.100 -0.750
H -1.065 0.119 1.740
```

Summary:
Energy relative to the best compared isomer or geometry (same formula, charge and spin)   188.4 kJ/mol
LUMO level   -0.2 eV
Charge   0
Multiplicity   1
Orbital gap   9.4 eV

No. 3
Molecular formula: C4H10O
Method: DFT, wB97M-V/def2-TZVPD

The geometry in XYZ format:
```
15
C4H10O, DFT wB97M-V/def2-TZVPD
O 0.005 0.149 -0.598
C -2.158 -0.539 -0.071
C -1.296 0.670 -0.093
C 2.338 -0.141 -0.318
C 1.018 0.024 0.433
H 0.880 -0.951 1.081
H 3.085 -0.549 0.405
H -1.632 1.425 -0.808
H -1.736 -1.329 0.594
H -1.096 1.330 0.859
H -2.362 -0.905 -1.113
H 2.734 0.863 -0.653
H 2.317 -0.877 -1.080
H -3.128 -0.173 0.253
H 1.030 1.004 1.110
```

Summary:
Energy relative to the best compared isomer or geometry (same formula, charge and spin)   142.8 kJ/mol
LUMO level   1.2 eV
Charge   0
Multiplicity   1
SMILES string   CCOCC
Orbital gap   10.7 eV

Asked for total energy across the records above, the calculation gives -4116.11200, -588.91816, -233.59054 hartree in order.